[1]
A cluster of 9 separate species, C59H47BrO19Si in total in a non-equilibrium geometry. Source: the OMol25 dataset; level of theory: wB97M-V/def2-TZVPD.

Output
- DFT total energy: -6569.169315 Eh
- SMILES string: C[Si](C)(C)OCCC1=CC(=O)C=C(Br)C1=O.O=C1C=CC(=O)C=C1.O=C1C=CC(=O)C=C1.O=C1C=CC(=O)C=C1.O=C1C=CC(=O)C=C1.O=C1C=CC(=O)C=C1.O=C1C=CC(=O)C=C1.O=C1C=CC(=O)C=C1.O=C1C=CC(=O)C=C1
- Orbital gap: 7.42 eV

Positions of all 127 atoms, in Å:
C: -10.250 2.662 1.443
C: -12.387 8.708 2.553
O: -8.185 -3.435 1.728
C: 12.780 -3.752 -0.919
C: 3.797 -1.608 -4.507
Si: 2.732 1.903 -0.837
H: 5.685 -0.670 2.857
C: -2.929 2.700 -1.261
O: 6.651 -0.036 -2.284
H: 2.856 -0.594 -0.904
H: -12.646 9.691 2.180
O: 0.818 -5.694 -0.800
C: -7.495 -2.161 -0.129
C: 7.888 0.592 -0.378
H: 4.126 -3.502 1.240
C: 11.285 -1.323 -0.604
O: 13.411 -4.776 -1.052
C: -12.656 6.976 4.389
H: -11.585 5.170 4.103
H: 2.588 -1.460 6.725
H: 0.202 -1.616 0.911
O: 10.648 -0.298 -0.472
C: -1.389 0.827 -1.592
H: -0.664 -3.625 -0.288
C: -8.338 -3.174 0.552
H: -13.110 6.712 5.336
C: -1.556 2.133 -1.372
C: 3.731 -0.213 3.717
H: 8.812 1.028 1.476
H: 13.980 -3.005 0.754
C: -3.815 0.703 -2.266
C: 5.748 -0.769 -0.243
O: 7.070 -0.183 2.992
C: 2.451 3.115 0.577
C: 12.440 -1.632 0.272
C: -10.425 0.276 2.297
H: 11.381 -4.178 -2.550
H: -6.739 -1.675 0.475
H: -10.317 -4.044 -2.147
H: -4.811 2.560 -2.477
C: -11.843 6.154 3.732
H: -0.276 -0.824 -2.278
C: 10.929 -2.314 -1.649
H: 6.418 -2.138 4.731
O: -7.154 0.959 1.101
O: 3.321 -1.034 -3.549
C: 0.974 0.867 -2.514
C: 2.642 -4.646 0.253
H: 4.620 1.556 -2.387
H: 4.924 -1.233 -0.774
C: 0.820 -2.480 0.702
H: -8.351 3.229 0.694
H: 1.580 3.748 0.400
H: 1.959 -1.582 -5.699
C: -11.075 1.588 2.048
C: 4.559 -1.906 5.877
H: 3.313 3.772 0.703
H: 5.766 -1.808 -3.593
C: -9.385 -3.852 -0.253
H: 6.765 -3.054 -5.521
H: 0.278 -0.214 -0.750
C: 3.518 -2.570 -6.742
C: 5.854 -0.801 1.082
H: 10.082 -2.064 -2.277
C: 5.061 -0.866 3.719
H: -10.740 3.609 1.272
C: 2.989 -1.915 -5.712
O: -13.731 9.069 4.451
C: 5.737 -2.715 -5.514
C: 13.133 -2.758 0.127
O: -3.181 3.654 -0.565
O: 2.644 -1.425 1.744
O: 3.400 0.501 2.792
C: 2.835 -0.471 4.868
C: 2.227 -2.408 1.168
H: 4.317 3.316 -2.188
O: -8.880 -2.280 -3.393
C: -11.574 7.885 1.896
C: 4.933 -3.026 -6.723
H: -11.121 8.147 0.948
C: 2.908 0.174 -0.129
H: -11.045 -0.494 2.738
H: 5.120 -1.293 1.709
H: 3.261 -5.509 0.042
C: 5.209 -2.051 -4.489
C: -7.674 -1.869 -1.414
H: 3.874 0.130 0.371
Br: -5.031 -0.338 -3.270
C: 11.621 -3.440 -1.795
H: 12.680 -0.894 1.027
H: -8.651 -0.872 2.163
H: -7.070 -1.127 -1.927
C: 6.758 -0.072 -1.075
H: 2.951 -2.808 -7.633
C: 7.995 0.554 0.948
O: -12.240 1.775 2.332
H: 1.866 0.012 4.845
O: -2.698 -1.128 -1.247
C: -8.971 2.458 1.135
O: 4.903 -2.619 6.794
C: 4.341 2.349 -1.690
C: -9.561 -3.562 -1.540
C: 0.358 -3.551 0.062
C: -3.980 2.003 -2.067
C: 6.991 -0.147 1.780
H: 8.606 1.099 -1.004
C: -8.718 -2.546 -2.221
C: -12.992 8.319 3.852
C: 1.233 -4.719 -0.214
O: 5.410 -3.629 -7.659
C: 5.451 -1.651 4.718
C: 3.103 -3.575 0.892
C: -9.147 0.075 1.988
H: -9.989 -4.586 0.266
H: 5.115 2.360 -0.915
H: 2.137 0.009 0.622
H: 1.827 0.230 -2.747
O: 1.417 2.066 -1.870
C: 3.221 -1.256 5.871
C: -2.633 -0.002 -1.669
O: -10.499 5.792 1.835
C: -11.239 6.545 2.435
H: 2.300 2.562 1.504
H: -0.716 2.805 -1.260
C: -0.080 0.104 -1.731
H: 0.524 1.162 -3.469
C: -8.319 1.150 1.383

---

[2]
A cluster of 7 separate species, C35H69NO23S in total in a non-equilibrium geometry. Source: the OMol25 dataset; level of theory: wB97M-V/def2-TZVPD.

Output
- DFT total energy: -3558.439836 Eh
- Orbital gap: 10.11 eV

Positions of all 129 atoms, in Å:
C: -11.061 5.221 4.076
C: 4.208 0.570 -4.288
H: 3.886 3.604 0.578
H: -6.373 3.482 5.958
C: -2.553 4.856 4.333
H: 1.096 3.777 5.973
H: 4.046 0.507 0.819
H: -3.469 2.223 2.756
C: 0.560 -7.253 -2.860
C: 5.569 2.395 -0.017
C: 1.510 -7.918 -8.126
C: -2.749 -4.118 -3.853
O: -2.999 -0.435 1.650
H: -3.166 -3.690 -4.759
H: -1.136 2.403 4.724
H: 3.714 -1.676 1.054
H: 2.559 5.084 7.546
O: -1.135 -5.298 -2.120
C: 4.275 1.095 -6.570
O: 5.263 0.433 -6.753
H: 4.430 -0.464 -4.553
C: -1.949 1.877 4.223
C: 3.959 -0.769 -0.865
O: 2.703 2.571 7.607
O: -0.276 -6.553 -3.796
H: 0.737 -5.324 -6.402
C: -2.135 2.527 -0.843
H: 1.072 -6.538 -2.215
N: -0.648 0.575 -1.057
O: 4.914 1.479 -0.801
H: 5.205 2.340 -8.746
H: 4.429 2.392 1.768
O: -9.782 4.721 3.686
H: 4.436 0.776 -9.125
H: 4.644 -1.371 -1.460
H: -7.081 4.951 6.618
H: 3.292 0.721 9.245
H: -2.193 3.301 -0.078
H: 1.978 0.119 10.276
O: -1.366 4.932 4.152
H: -5.619 4.748 3.946
C: 2.212 0.655 9.362
O: 3.630 1.248 -5.417
C: 1.747 -1.199 0.374
H: -1.943 7.321 4.799
O: -3.300 5.750 4.986
H: -0.745 -8.957 -2.724
C: -0.472 -2.165 1.278
H: 1.131 5.879 8.194
C: -8.755 5.270 4.339
H: -3.290 7.540 5.934
H: -1.938 6.478 6.373
O: -3.345 3.864 3.936
O: -7.641 4.668 3.938
H: 5.384 3.838 1.531
H: 1.128 -3.288 0.408
H: -2.234 3.017 -1.814
H: 0.456 -8.846 -1.422
H: 0.889 2.374 0.201
C: 0.869 -6.397 -6.496
H: 1.169 2.374 -1.532
O: -0.594 -0.827 1.813
O: 1.286 3.937 8.722
C: -6.427 5.121 4.567
C: -0.801 1.843 -0.885
H: 1.510 -0.448 -0.377
O: 1.630 1.954 9.495
C: -2.558 6.835 5.552
O: 1.172 -6.657 -7.872
C: 4.263 1.794 -8.783
H: 3.582 2.295 -9.464
C: 5.428 1.284 -3.752
H: 6.232 1.288 -4.489
H: -3.541 -4.595 -3.279
H: -1.406 -2.521 0.845
O: -1.706 -0.204 -0.448
O: 6.743 2.590 -0.150
O: -8.837 6.158 5.149
H: -5.330 4.851 6.392
O: 1.690 -8.044 -9.440
H: -2.936 1.809 -0.698
C: 1.492 4.960 7.735
H: 1.775 0.132 8.513
O: -1.787 -5.092 -4.271
H: 3.223 -0.299 -1.515
H: 0.830 5.508 5.760
C: 0.453 2.656 -0.759
H: 0.258 3.724 -0.745
C: -1.067 -5.615 -3.279
H: -11.095 6.306 4.004
H: -0.053 -6.894 -6.212
H: -11.783 4.790 3.388
H: -2.627 1.515 4.997
H: 1.737 -0.705 1.344
H: 0.261 -2.258 -0.731
C: 4.686 0.271 -0.034
C: 1.948 2.801 8.516
H: -11.296 4.907 5.092
H: 2.844 -9.763 -9.282
C: 3.184 -1.703 0.095
H: 5.790 0.799 -2.853
H: 0.457 -10.454 -8.906
O: 3.634 1.805 -7.500
H: 2.420 -9.226 -10.902
C: 4.752 3.118 1.021
H: 3.425 0.556 -3.533
H: -6.381 6.210 4.555
H: 5.646 -0.127 0.301
H: -0.961 -7.789 -1.425
H: -1.524 1.022 3.698
H: 3.211 -2.740 -0.234
H: -2.279 -3.334 -3.263
S: -1.749 0.107 1.171
H: 1.113 -11.251 -10.341
H: -0.329 4.528 6.673
C: 0.838 -10.287 -9.912
C: 2.036 -9.361 -9.893
O: 1.633 -8.794 -7.307
C: -0.219 -8.272 -2.058
H: -0.282 -2.817 2.130
C: -6.293 4.570 5.970
H: -2.019 3.181 2.490
C: -2.682 2.783 3.259
C: 0.683 -2.303 0.274
H: 0.032 -9.853 -10.504
H: 1.685 -6.716 -5.851
C: 0.729 4.680 6.459
H: 1.313 -7.753 -3.467
H: 5.190 2.322 -3.520

---

[3]
A cluster of 17 separate species, C34H109N7O17 in total in a non-equilibrium geometry. Source: the OMol25 dataset; level of theory: wB97M-V/def2-TZVPD.

Output
- DFT total energy: -3022.929605 Eh
- Orbital gap: 8.76 eV

Positions of all 167 atoms, in Å:
H: -4.446 0.601 -1.970
H: -0.109 -6.724 1.077
H: -2.004 -0.189 4.694
O: -0.670 -7.852 -0.569
C: -1.637 -1.129 0.751
H: -3.033 5.324 2.875
H: 1.579 3.430 -3.383
O: 1.445 -0.274 -5.104
H: -1.652 0.907 -2.601
H: -1.988 5.022 0.439
O: -3.771 2.523 -2.368
H: 4.650 2.896 1.111
C: -4.972 -0.237 3.809
H: -5.303 4.169 3.171
H: 1.454 -0.418 -7.842
H: -0.372 2.741 0.194
H: -3.508 -5.790 1.867
H: 0.527 2.843 1.813
H: 0.502 -1.513 0.747
H: -5.120 -4.356 0.363
H: 0.738 -0.635 -4.562
H: 4.398 -1.202 -1.407
H: -1.972 -5.542 0.027
H: -3.177 -4.257 2.671
H: -3.968 2.955 3.157
H: -3.391 -3.845 0.291
H: -3.398 -2.661 6.678
H: -4.138 0.152 3.225
H: 1.626 4.969 -3.452
H: 1.008 -0.214 3.709
H: 2.922 7.981 -0.151
O: 2.604 2.377 3.681
H: -4.716 -4.953 2.868
H: 8.679 -2.678 -3.227
H: -4.924 1.325 5.280
H: -5.034 5.214 0.673
H: 9.778 -3.377 -0.113
H: 4.096 4.765 -2.983
H: 1.137 -8.582 -1.147
H: 2.213 0.597 3.280
H: -0.171 -9.786 -1.015
H: -0.407 4.013 -3.763
H: -4.768 4.227 -1.308
C: -0.976 1.675 -2.978
H: 0.143 0.047 1.356
H: 4.368 -1.137 0.403
H: 7.688 -3.808 -1.584
H: 3.306 1.853 1.391
C: 4.131 2.351 1.901
C: -2.676 0.027 0.577
H: 2.263 2.913 4.401
C: 4.955 -0.968 -0.500
H: 8.927 -1.965 0.478
H: -0.884 0.829 4.761
H: -2.178 -2.697 5.465
O: -3.406 -0.984 5.514
H: -1.989 -1.605 6.859
H: 1.881 -2.104 -7.931
N: -0.951 3.577 -4.496
H: 3.669 3.177 -2.866
H: 2.745 -1.572 2.465
O: -4.697 -0.279 -2.252
C: 1.413 0.247 -0.968
C: -4.443 -1.387 4.591
O: 3.884 0.587 -3.537
O: -0.050 -1.629 -3.273
O: 1.852 -0.291 3.263
C: -5.643 0.877 4.593
C: -0.203 3.276 1.128
H: 5.279 0.068 -0.393
C: -3.933 -4.819 2.121
C: 3.500 3.229 2.951
C: 2.213 5.788 -1.044
H: -5.047 3.340 1.778
H: -6.424 0.543 5.276
C: -1.341 -5.452 -2.004
N: 1.314 4.234 -2.832
H: -1.785 -6.372 -2.382
H: -2.270 3.882 -2.099
H: 4.390 7.534 0.810
H: 4.430 4.005 -1.420
H: -0.235 1.199 -3.620
H: 0.295 -1.562 -7.324
H: 2.404 -3.043 2.338
C: -0.180 -6.663 -0.010
H: -0.869 -4.794 2.957
O: 3.291 5.970 -0.089
H: -5.204 -0.139 -3.052
N: -6.017 -0.728 2.869
H: 1.489 0.635 -1.984
O: -1.092 -0.047 4.433
H: 4.213 3.575 3.700
H: 9.844 -3.392 -2.335
H: 3.013 -0.663 -6.083
H: -5.624 2.721 -1.392
H: 8.322 -3.598 0.724
N: -2.006 -1.646 2.094
C: -4.852 3.308 -1.889
C: -1.033 -5.464 -0.522
C: 8.788 -2.933 -0.004
C: -2.443 4.280 1.094
N: -4.401 5.744 1.255
H: -5.647 -1.414 2.225
C: 2.042 -1.150 -5.986
H: -0.999 -1.722 -3.364
O: 0.060 -0.218 -0.816
O: -1.418 3.609 1.892
H: -4.044 -2.187 3.966
O: 6.011 -1.930 -0.424
C: -1.854 2.628 -3.854
C: 0.263 -8.889 -0.572
H: 3.015 0.476 -3.924
C: -2.698 -2.019 6.142
H: 4.361 7.501 -0.967
C: -4.278 -3.942 0.918
H: -2.017 -4.632 -2.246
H: 2.377 6.559 -1.798
H: 0.385 -3.944 2.971
H: 2.234 -2.144 -5.580
H: -5.964 1.763 4.045
C: 1.368 -1.368 -7.313
H: 1.220 5.970 -0.633
O: 2.983 -2.367 1.986
H: -2.916 3.545 0.441
H: -2.294 0.842 1.191
H: -3.799 -2.168 1.581
O: -0.459 -4.041 2.530
N: 9.164 -2.646 -2.341
H: -0.395 -5.261 -2.511
C: -3.541 4.843 2.039
C: 3.713 4.067 -2.238
H: 0.515 -8.990 0.484
H: -5.341 3.542 -2.835
H: -1.027 -3.517 -0.243
H: -1.425 -2.468 2.188
H: -3.303 4.168 -3.558
H: -0.329 -4.228 0.868
H: -5.179 -2.010 5.099
C: 7.040 -1.694 -1.415
C: 3.779 7.313 -0.064
C: -0.152 -0.657 0.577
C: 8.098 -2.827 -1.343
H: 0.069 -1.201 -2.423
H: 2.098 -0.601 -0.961
H: -1.584 -0.946 2.688
C: 2.278 4.384 -1.741
C: -4.469 3.751 2.606
H: -5.068 6.121 1.914
H: -0.524 2.221 -2.150
H: -1.995 -1.750 -0.070
H: -3.699 -0.157 0.905
H: -6.747 -1.249 3.334
H: -2.759 0.387 -0.449
H: 7.464 -0.751 -1.068
H: 4.855 1.704 2.395
H: 6.623 -1.507 -2.405
H: -2.467 2.056 -4.550
H: 4.491 0.425 -4.259
O: -4.608 -2.578 1.259
C: -2.810 3.426 -2.929
H: 1.806 0.986 -0.269
N: -0.347 -4.258 -0.143
H: -0.236 3.097 -5.025
H: 0.242 4.226 0.830
H: 2.113 3.568 -1.037
H: 0.836 -6.469 -0.356
H: 3.029 4.154 2.616

---

[4]
A cluster of 2 separate species, C7H8O in total in a non-equilibrium geometry. Source: the OMol25 dataset; level of theory: wB97M-V/def2-TZVPD.

Output
- Energy above the lowest of the compared OMol25 structures with the same formula, charge and spin: 1022.6 kJ/mol
- DFT total energy: -346.386028 Eh
- Orbital gap: 4.66 eV

Positions of all 16 atoms, in Å:
H: 1.778 1.279 -1.848
C: 1.495 0.805 -0.818
C: 2.176 -0.459 1.162
H: 1.030 -0.371 2.974
H: -1.003 -0.013 1.573
C: 2.035 -0.327 -0.317
H: -1.865 -0.235 -0.639
H: 2.368 -0.952 -1.092
C: -0.936 -0.083 -1.301
H: -3.787 0.162 0.714
O: -2.828 0.269 0.838
H: -1.108 0.813 -1.920
C: 1.103 -0.277 1.902
C: 0.249 0.285 -0.341
H: -0.697 -0.984 -1.926
C: -0.007 0.089 1.039

---

[5]
The molecule C4H8N2O in a non-equilibrium geometry. Source: the OMol25 dataset; level of theory: wB97M-V/def2-TZVPD.

Output
- Energy above the lowest of the compared OMol25 structures with the same formula, charge and spin: 500.7 kJ/mol
- DFT total energy: -341.812936 Eh
- Orbital gap (spin up / spin down): 8.06 / 8.06 eV

Positions of all 15 atoms, in Å:
H: 1.950 0.953 0.107
C: -0.674 -0.050 1.286
N: -0.753 1.106 1.751
H: -1.361 -1.711 -0.513
H: -0.908 0.719 -1.921
C: -0.843 -0.780 -0.708
H: -0.304 1.876 1.268
H: 0.613 -2.153 0.942
O: -1.449 -0.041 -1.671
C: 1.185 0.699 -0.623
H: 1.667 0.444 -1.570
H: -1.148 -0.919 1.713
C: 0.412 -0.498 -0.122
H: 0.567 1.587 -0.788
N: 1.046 -1.233 0.846

---

[6]
The molecule CH5NO in a non-equilibrium geometry. Source: the OMol25 dataset; level of theory: wB97M-V/def2-TZVPD.

Output
- Energy above the lowest of the compared OMol25 structures with the same formula, charge and spin: 72.2 kJ/mol
- DFT total energy: -171.054687 Eh
- SMILES string: NCO
- Orbital gap: 9.65 eV

Positions of all 8 atoms, in Å:
H: 0.464 -1.023 1.239
H: -1.111 0.073 -1.162
H: -0.361 1.319 -0.234
C: -0.231 0.174 -0.418
N: -0.360 -0.614 0.795
O: 1.053 -0.117 -0.845
H: -1.147 -0.414 1.406
H: 1.694 0.602 -0.781